[1]
The following is a quantum chemistry calculation of a 3-piece molecular cluster, C2H11NO2S2 overall at a distorted geometry, from the Open Molecules 2025 dataset.

```
! RIJCOSX wB97M-V def2-TZVPD def2/J DEFGRID3
* xyz 1 2
N -0.10 0.18 -3.27
C -0.08 -0.66 -2.10
C 0.15 0.19 -0.78
S 0.91 -0.88 0.51
S 2.70 -1.50 1.28
H 0.72 0.62 -3.65
H -0.73 -0.05 -4.01
H 0.71 -1.47 -2.31
H -1.02 -1.18 -1.94
H -0.87 0.55 -0.57
H 0.85 1.07 -0.86
H 2.64 -2.83 1.16
H -1.73 -0.66 1.69
H -1.37 0.64 2.43
O -1.92 0.28 1.70
H 0.29 1.55 4.05
H -0.88 2.44 3.38
O -0.25 1.73 3.28
*
```

Summary:
ΔE to the lowest compared entry with this formula, charge and spin (kcal per mole): 39.4
LUMO (spin up / spin down) (Ha): -0.22085 / -0.29112
Total energy (eV): -29497.8173
Expectation value of S²: 0.756
HOMO level (spin up / spin down) (eV): -13.04 / -12.81

Here are the Mulliken charges for atoms 1 to 6, given in e:
1. N -0.492
2. C -0.394
3. C -0.295
4. S 0.131
5. S 0.000
6. H 0.186


[2]
The following is a quantum chemistry calculation of a 3-piece molecular cluster, C2H11NO3 overall at a distorted geometry, from the Open Molecules 2025 dataset.

```
! RIJCOSX wB97M-V def2-TZVPD def2/J DEFGRID3
* xyz 0 1
C -1.43 -0.16 -1.71
N -2.15 -0.08 -0.47
C -1.82 -1.13 0.52
O -2.97 -1.92 0.76
H -1.83 -1.00 -2.28
H -0.35 -0.25 -1.66
H -1.74 0.63 -2.40
H -1.96 0.80 0.01
H -0.97 -1.69 0.13
H -1.59 -0.64 1.47
H -3.64 -1.43 0.27
H 3.82 -0.48 0.35
H 3.59 -0.08 -1.04
O 3.26 0.12 -0.15
H 3.83 1.96 1.95
H 2.89 3.06 1.86
O 3.04 2.28 2.41
*
```

Summary:
ΔE to the lowest compared entry with this formula, charge and spin (kcal per mole): 25.7
SMILES string: CNCO.O.O
LUMO (Ha): 0.01779
Total energy (eV): -9884.0874
HOMO level (eV): -9.49

Here are the Mulliken charges for atoms 1 to 6, given in e:
1. C -0.890
2. N -0.426
3. C -0.177
4. O -0.534
5. H 0.331
6. H 0.286


[3]
The following is a quantum chemistry calculation of a 4-piece molecular cluster, C2H11NO3 overall at a distorted geometry, from the Open Molecules 2025 dataset.

```
! RIJCOSX wB97M-V def2-TZVPD def2/J DEFGRID3
* xyz 0 1
C 0.37 1.41 -0.70
C -0.14 -0.90 -0.60
N -0.32 0.23 -0.04
H -0.09 2.21 -0.21
H -0.02 1.44 -1.74
H 1.47 1.59 -0.55
H -0.96 -1.59 -0.42
H 0.40 -1.19 -1.48
H -2.41 3.38 -5.06
H -2.94 1.97 -4.86
O -2.36 2.59 -4.42
H -0.29 -0.87 4.82
H -0.20 -0.50 3.36
O 0.24 -1.08 4.05
H 3.21 -3.11 2.31
H 1.78 -2.39 2.77
O 2.26 -3.19 2.79
*
```

Summary:
ΔE to the lowest compared entry with this formula, charge and spin (kcal per mole): 53.7
SMILES string: C=NC.O.O.O
LUMO (Ha): 0.02789
Total energy (eV): -9882.8713
HOMO level (eV): -9.82

Here are the Mulliken charges for atoms 1 to 6, given in e:
1. C -0.721
2. C -0.293
3. N -0.380
4. H 0.292
5. H 0.295
6. H 0.253


[4]
The following is a quantum chemistry calculation of a 3-piece molecular cluster, C2H11NO3 overall at a distorted geometry, from the Open Molecules 2025 dataset.

```
! RIJCOSX wB97M-V def2-TZVPD def2/J DEFGRID3
* xyz 1 2
C 0.71 1.05 1.05
O 0.45 0.71 2.38
C 1.04 -0.29 0.34
N 1.40 -0.04 -1.11
H 1.59 1.69 0.89
H -0.19 1.47 0.60
H 0.64 1.46 2.96
H 0.06 -0.81 0.34
H 1.99 -0.60 0.75
H 2.03 0.77 -1.16
H 1.77 -0.82 -1.66
H -2.38 -1.15 -0.33
H -2.91 -1.18 1.19
O -2.23 -1.44 0.58
H -1.55 -0.13 -2.97
H -0.77 -0.21 -1.79
O -1.66 -0.48 -2.07
*
```

Summary:
ΔE to the lowest compared entry with this formula, charge and spin (kcal per mole): 44.6
LUMO (spin up / spin down) (Ha): -0.14576 / -0.34830
Total energy (eV): -9874.7204
Expectation value of S²: 0.754
HOMO level (spin up / spin down) (eV): -14.49 / -14.47

Here are the Mulliken charges for atoms 1 to 6, given in e:
1. C -0.410
2. O -0.467
3. C -0.280
4. N -0.211
5. H 0.400
6. H 0.279


[5]
The following is a quantum chemistry calculation of a 4-piece molecular cluster, C2H11NO3 overall at a distorted geometry, from the Open Molecules 2025 dataset.

```
! RIJCOSX wB97M-V def2-TZVPD def2/J DEFGRID3
* xyz 1 2
C -2.31 0.01 0.07
C -1.36 0.48 -2.13
N -1.34 0.06 -0.98
H -1.94 -0.48 0.97
H -3.18 -0.57 -0.29
H -2.58 1.01 0.40
H -0.36 0.57 -2.60
H -2.20 0.56 -2.83
H 0.93 -0.91 -0.18
H 0.57 -2.27 -0.34
O 1.10 -1.74 0.28
H 0.70 0.90 1.92
H 1.42 2.23 2.23
O 0.90 1.52 2.63
H 3.12 -0.14 1.02
H 2.98 -0.90 -0.34
O 3.55 -0.34 0.19
*
```

Summary:
ΔE to the lowest compared entry with this formula, charge and spin (kcal per mole): 61.5
LUMO (spin up / spin down) (Ha): -0.22281 / -0.34623
Total energy (eV): -9873.9879
Expectation value of S²: 0.759
HOMO level (spin up / spin down) (eV): -14.01 / -14.01

Here are the Mulliken charges for atoms 1 to 6, given in e:
1. C -0.737
2. C -0.118
3. N 0.147
4. H 0.300
5. H 0.389
6. H 0.375


[6]
The following is a quantum chemistry calculation of a 4-piece molecular cluster, C2H11NO4 overall at a distorted geometry, from the Open Molecules 2025 dataset.

```
! RIJCOSX wB97M-V def2-TZVPD def2/J DEFGRID3
* xyz 0 1
C -1.49 1.16 0.51
N -1.00 -0.03 0.08
C -1.16 -1.24 0.92
O -1.02 2.23 0.18
H -2.10 1.10 1.44
H -0.66 -0.12 -0.86
H -2.24 -1.42 1.02
H -0.87 -2.06 0.27
H -0.77 -1.05 1.91
H 1.47 -0.60 -1.46
H 2.81 0.01 -1.43
O 2.10 -0.23 -0.82
H -1.97 1.58 -2.38
H -0.70 2.08 -1.82
O -1.02 1.45 -2.48
H 3.57 -0.86 1.99
H 2.37 -0.84 1.05
O 2.67 -1.17 1.90
*
```

Summary:
ΔE to the lowest compared entry with this formula, charge and spin (kcal per mole): 35.8
SMILES string: CNC=O.O.O.O
LUMO (Ha): 0.01645
Total energy (eV): -11932.2030
HOMO level (eV): -9.72

Here are the Mulliken charges for atoms 1 to 6, given in e:
1. C -0.033
2. N -0.013
3. C -1.056
4. O -0.602
5. H 0.350
6. H 0.287


[7]
The following is a quantum chemistry calculation of a 4-piece molecular cluster, C2H11NO4 overall at a distorted geometry, from the Open Molecules 2025 dataset.

```
! RIJCOSX wB97M-V def2-TZVPD def2/J DEFGRID3
* xyz 0 1
C 0.17 0.52 1.72
N -0.40 -0.47 1.02
C -0.48 -1.83 1.56
O -0.05 1.71 1.78
H 0.93 0.11 2.42
H -0.96 -0.21 0.21
H -0.51 -2.50 0.70
H 0.44 -1.97 2.11
H -1.45 -1.96 2.04
H 0.10 1.14 -2.39
H -1.03 0.29 -2.99
O -0.37 0.30 -2.29
H 0.58 2.00 -0.23
H 0.68 3.39 -0.79
O 0.90 2.48 -1.02
H 0.27 -1.77 -2.10
H -0.42 -3.09 -2.00
O 0.25 -2.56 -1.55
*
```

Summary:
ΔE to the lowest compared entry with this formula, charge and spin (kcal per mole): 24.1
SMILES string: CNC=O.O.O.O
LUMO (Ha): 0.02159
Total energy (eV): -11932.7121
HOMO level (eV): -9.75

Here are the Mulliken charges for atoms 1 to 6, given in e:
1. C 0.079
2. N 0.044
3. C -0.752
4. O -0.621
5. H 0.227
6. H 0.177